Below is the ion C8H17N2 with charge +1 at a distorted geometry, with properties calculated with the ωB97M-V functional and the def2-TZVPD basis.

Calculated values
Spin multiplicity = 1
Energy relative to the best compared isomer or geometry (same formula, charge and spin) = 89.26 kcal/mol
Charge = +1
HOMO-LUMO gap = 9.0 eV
Maximum force = 4.41 eV/A

CARTESIAN COORDINATES (ANGSTROEM)
N  -0.8382  -0.9359  0.5877
N  -0.4262  1.8941  -0.2561
C  0.7297  1.2544  -0.5436
C  1.8303  1.8577  0.1154
C  0.9751  0.5950  -1.9209
C  -1.8937  0.0458  0.5077
C  -1.6628  1.2471  -0.5653
C  0.4650  -0.7402  0.5413
C  -1.4294  -2.2259  0.7800
C  1.4284  -1.7846  0.7987
H  -1.8107  -2.1625  1.8296
H  -0.3329  2.3541  0.6014
H  -2.0220  0.4705  1.4933
H  1.7032  1.3554  -2.3311
H  -1.5817  0.7790  -1.5938
H  -0.0682  0.5837  -2.3928
H  -2.8693  -0.3556  0.1639
H  1.5390  -0.3574  -1.8600
H  1.5622  2.0345  1.2157
H  2.4615  -1.3472  1.0887
H  -2.5364  2.0271  -0.5103
H  1.5213  -2.6441  0.0882
H  2.7022  1.1859  0.2469
H  -0.7477  -3.0954  0.7058
H  2.3415  2.5567  -0.5254
H  1.1415  -2.1915  1.7193
H  -2.1817  -2.4006  0.0156

Atom charges from the Mulliken analysis, given in e for atoms 1 to 6: N 0.1531; N -0.1607; C 0.7544; C -1.3510; C -0.9643; C -0.7247

Below is the ion C8H17N2 with charge +1 at a distorted geometry, with properties calculated with the ωB97M-V functional and the def2-TZVPD basis.

Calculated values
SMILES = CC(C)(C)NC/C=C\C=[NH2+]
Spin multiplicity = 1
Energy relative to the best compared isomer or geometry (same formula, charge and spin) = 64.78 kcal/mol
Charge = +1
HOMO-LUMO gap = 7.4 eV
Maximum force = 3.16 eV/A

CARTESIAN COORDINATES (ANGSTROEM)
N  0.2891  -0.0224  -0.8813
N  -3.4668  1.3173  0.7010
C  -1.5393  -1.7371  -0.2341
C  1.4397  0.2343  -0.0258
C  -2.5120  -0.8537  0.1774
C  1.0404  -0.0282  1.3889
C  2.6951  -0.5716  -0.4900
C  -2.5012  0.5827  0.1067
C  1.8135  1.7236  -0.1388
C  -0.2637  -1.3455  -0.9895
H  -3.4164  -1.2810  0.7149
H  -1.8927  -2.8138  -0.0809
H  -3.7539  2.2996  0.5740
H  2.6330  -1.5651  -0.0795
H  0.3415  0.7124  1.8583
H  2.6955  1.9186  0.5178
H  -1.7675  1.0897  -0.4635
H  -4.1332  0.7244  1.2158
H  2.8655  -0.8236  -1.5521
H  0.5094  -0.9719  1.4636
H  0.4387  0.2338  -1.8103
H  2.0229  0.0787  2.0740
H  0.5834  -2.0350  -0.8863
H  -0.8552  -1.2282  -1.9549
H  2.2378  2.0472  -1.0972
H  3.5741  -0.0677  -0.0773
H  0.9222  2.3823  -0.0311

Atom charges from the Mulliken analysis, given in e for atoms 1 to 6: N -0.1591; N -0.3398; C -0.4100; C 1.1798; C -0.2652; C -1.2573

Below is the ion C8H17N2 with charge +1 at a distorted geometry, with properties calculated with the ωB97M-V functional and the def2-TZVPD basis.

Calculated values
SMILES = CC1=[N+](C)C(C)(C)N[C@H]1C
Spin multiplicity = 1
Energy relative to the best compared isomer or geometry (same formula, charge and spin) = 51.61 kcal/mol
Charge = +1
HOMO-LUMO gap = 9.7 eV
Maximum force = 4.85 eV/A

CARTESIAN COORDINATES (ANGSTROEM)
N  0.1682  -0.4309  0.6800
N  0.7697  1.0232  -1.1703
C  -0.1478  1.6454  -0.2930
C  -0.4278  0.7142  0.8139
C  0.3254  -1.5450  -1.4609
C  -1.5016  2.0104  -0.9658
C  0.9458  -0.4400  -0.5487
C  -1.5522  1.0020  1.8137
C  0.1704  -1.6068  1.5945
C  2.3911  -0.6371  -0.2686
H  -0.7223  -2.1816  1.1824
H  -0.6443  -1.1819  -1.8522
H  -2.2112  1.2982  -1.1772
H  0.0701  -2.5219  -1.0512
H  -1.1041  1.2202  2.8222
H  -2.0416  2.8235  -0.5016
H  2.3984  -1.6484  -0.1630
H  0.4445  1.1337  -2.1464
H  0.9025  -1.7042  -2.3263
H  2.8384  0.0104  0.5723
H  -2.0336  2.0015  1.4066
H  -0.0683  -1.3131  2.6250
H  0.1528  2.5889  0.1361
H  -2.3596  0.1559  2.0182
H  2.7645  -0.3213  -1.2939
H  1.0958  -2.0313  1.5295
H  -1.1367  2.4428  -1.8688

Atom charges from the Mulliken analysis, given in e for atoms 1 to 6: N 0.2701; N -0.3185; C 0.5133; C 0.2407; C -1.4587; C -1.6896

Below is a cluster of 2 separate species, C8H17N2O3P in total at a distorted geometry, with properties calculated with the ωB97M-V functional and the def2-TZVPD basis.

Calculated values
Spin multiplicity = 1
Energy relative to the best compared isomer or geometry (same formula, charge and spin) = 91.57 kcal/mol
HOMO-LUMO gap (alpha / beta) = 8.2 / 8.0 eV
Maximum force = 3.01 eV/A

CARTESIAN COORDINATES (ANGSTROEM)
P  2.4559  0.1222  0.4287
O  2.4276  -1.4114  0.0020
O  3.7942  0.8059  -0.3702
O  2.6407  0.2933  1.8653
N  -0.5335  1.8523  -0.2283
N  0.2093  0.9806  -0.8737
C  -3.4358  0.0677  -0.4555
C  -0.8268  -0.3906  0.9186
C  4.2793  1.8915  0.3808
C  2.4390  -1.8718  -1.3492
C  -3.3833  -1.0251  0.5530
C  -1.0412  0.5171  -0.2698
C  -2.0852  0.1737  -1.2333
C  -2.2377  -0.6477  1.5619
H  5.3613  1.7981  0.1897
H  -4.2529  -1.0380  1.1965
H  -2.0383  -1.5185  2.1490
H  -0.0747  0.0681  1.5203
H  -0.3223  -1.3302  0.6266
H  3.9815  2.9160  -0.0136
H  -2.5721  0.2769  2.0223
H  -0.8657  2.6544  -0.7331
H  4.2521  1.6486  1.4797
H  -4.3534  0.0313  -1.0318
H  -3.4184  -2.0485  0.0919
H  3.4764  -2.1442  -1.4904
H  -1.5690  -0.7177  -1.7285
H  2.0087  -1.0373  -1.9260
H  -3.7385  1.0312  0.0116
H  1.6832  -2.7675  -1.1994
H  -2.2604  0.8193  -2.0951

Atom charges from the Mulliken analysis, given in e for atoms 1 to 6: P 0.9564; O -0.2687; O -0.3470; O -0.6756; N -0.4455; N -0.4921

Below is the ion C8H17N2S with charge +1 at a distorted geometry, with properties calculated with the ωB97M-V functional and the def2-TZVPD basis.

Calculated values
Spin multiplicity = 1
Energy relative to the best compared isomer or geometry (same formula, charge and spin) = 22.32 kcal/mol
Charge = +1
HOMO-LUMO gap = 6.7 eV
Maximum force = 3.46 eV/A

CARTESIAN COORDINATES (ANGSTROEM)
S  1.8778  -1.6077  1.2825
N  2.9020  0.6435  0.8063
N  -1.2150  -1.2101  -2.7343
C  1.0881  -0.1607  2.1266
C  2.3635  0.7527  2.1809
C  -0.0604  0.3952  1.2112
C  -1.1026  0.2235  -2.4288
C  2.7323  -0.4778  0.1586
C  -0.8698  -0.7184  0.4838
C  -2.0604  0.7424  -1.3140
C  -2.2244  -0.1938  -0.0856
H  3.4032  1.3796  0.3204
H  0.4172  1.0723  0.4790
H  -2.0071  -1.6521  -2.2965
H  -1.3281  0.7876  -3.3503
H  -0.7673  0.9434  1.8600
H  0.7351  -0.3989  3.1393
H  -1.1133  -1.4837  1.2494
H  -0.3326  -1.1913  -0.3502
H  3.0612  -0.6709  -0.8667
H  3.0958  0.3091  2.8723
H  -1.6289  1.6919  -0.9360
H  2.0626  1.7987  2.3443
H  -0.0397  0.4350  -2.1805
H  -0.3617  -1.7187  -2.5824
H  -2.8355  -1.0810  -0.3303
H  -3.0349  1.0089  -1.7552
H  -2.7570  0.3814  0.6964

Atom charges from the Mulliken analysis, given in e for atoms 1 to 6: S -0.0934; N -0.0863; N -0.5458; C -0.1342; C -0.7009; C -0.7007

Below is a structure of composition C8H17N2S at a distorted geometry, with properties calculated with the ωB97M-V functional and the def2-TZVPD basis.

Calculated values
Spin multiplicity = 1
Energy relative to the best compared isomer or geometry (same formula, charge and spin) = 72.91 kcal/mol
Charge = +1
HOMO-LUMO gap = 9.6 eV
Maximum force = 5.09 eV/A

CARTESIAN COORDINATES (ANGSTROEM)
S  0.1355  2.1041  -0.1322
N  0.2520  -0.7906  -0.8525
N  -2.0300  0.5700  -0.0475
C  0.3345  -1.8372  0.1547
C  -2.8884  1.6995  0.1815
C  1.2751  -1.7051  1.3912
C  -2.8293  -0.6125  -0.4759
C  1.3811  -0.0588  -1.3577
C  -0.7616  0.7222  -0.2495
C  1.7241  1.2798  -0.6575
C  2.7380  1.2656  0.4174
H  -2.2876  -1.3979  -0.9122
H  -0.6737  -2.1397  0.4696
H  -3.4221  -1.0547  0.3987
H  0.9066  -2.6769  -0.4936
H  2.2565  0.8423  1.3030
H  2.2257  -0.6858  -1.3663
H  1.0464  -1.0777  2.2786
H  2.0395  1.9467  -1.4764
H  -3.9480  1.4962  -0.0305
H  3.1357  2.2627  0.5552
H  -2.6910  2.5743  -0.3248
H  1.0925  0.1545  -2.3862
H  -3.6672  -0.4131  -1.3132
H  3.6392  0.7718  0.2519
H  1.5388  -2.6504  1.8876
H  2.1986  -1.3991  0.9683
H  -2.8151  2.0007  1.2289

Atom charges from the Mulliken analysis, given in e for atoms 1 to 6: S -0.1518; N -0.0747; N 0.1810; C -0.2356; C -1.2168; C -1.1716

Below is the molecule C8H17N3O3 at a distorted geometry, with properties calculated with the ωB97M-V functional and the def2-TZVPD basis.

Calculated values
SMILES = NCCCC[C@H](N)C(=O)NCC(=O)O
Spin multiplicity = 1
Energy relative to the best compared isomer or geometry (same formula, charge and spin) = 63.11 kcal/mol
HOMO-LUMO gap = 9.9 eV
Maximum force = 5.05 eV/A

CARTESIAN COORDINATES (ANGSTROEM)
O  4.9450  0.1036  0.0453
O  -0.2898  2.6795  -0.3861
O  3.6631  1.4305  -1.4633
N  -3.2815  -2.0103  2.6217
N  1.1940  0.6425  -2.5893
N  1.6952  1.9771  0.2064
C  -0.0908  -0.7665  -0.7626
C  -1.4543  -0.6539  -0.3002
C  0.5587  1.8113  -0.5703
C  -1.7420  -1.2827  0.9847
C  2.7056  1.0403  0.6937
C  -3.2239  -1.4426  1.3100
C  0.1633  0.5653  -1.5194
C  3.9865  0.8050  -0.0865
H  2.2378  -0.0223  0.7606
H  -3.7136  -2.0196  0.5091
H  -1.3401  -2.2810  1.0527
H  1.1496  -0.1915  -3.3222
H  -1.5942  0.4007  -0.2547
H  -3.0179  -1.3513  3.3132
H  -3.9079  -0.5176  1.3479
H  0.5335  -0.6377  0.2464
H  1.4015  1.5465  -3.0305
H  2.9744  0.8163  -1.7777
H  0.2800  -1.6100  -1.2956
H  -1.3358  -0.7612  1.8601
H  -2.1731  -0.9688  -1.0544
H  -4.1908  -2.2868  2.8277
H  1.6472  2.8129  0.7422
H  -0.8083  0.9556  -1.8712
H  3.0286  1.2167  1.7622

Atom charges from the Mulliken analysis, given in e for atoms 1 to 6: O -0.4975; O -0.6703; O -0.5265; N -0.6121; N -0.6738; N -0.0780

Below is the ion C8H17N4 with charge +1 at a distorted geometry, with properties calculated with the ωB97M-V functional and the def2-TZVPD basis.

Calculated values
Spin multiplicity = 1
Energy relative to the best compared isomer or geometry (same formula, charge and spin) = 128.07 kcal/mol
Charge = +1
HOMO-LUMO gap (alpha / beta) = 8.7 / 8.7 eV
Maximum force = 4.64 eV/A

CARTESIAN COORDINATES (ANGSTROEM)
N  0.5765  -0.8719  0.3997
N  -0.4887  -2.8607  1.1836
N  0.6437  1.0482  -1.1246
N  -1.3148  2.4023  -0.7037
C  -1.7103  1.6281  0.1689
C  -0.6415  -3.7716  2.3945
C  1.9583  1.4073  -1.5012
C  -1.9029  3.7514  -0.7284
C  1.7183  -1.6746  0.0128
C  0.1389  0.1460  -0.2816
C  -0.2596  -1.4594  1.5155
C  -0.2901  1.9911  -1.7214
H  2.5563  -0.9994  -0.0837
H  -1.1760  4.4096  -1.1766
H  1.5355  -2.3094  -0.8591
H  -2.4077  4.0959  0.2203
H  -2.8280  3.7238  -1.3179
H  -0.9492  1.5013  -2.5470
H  -0.6307  -4.8153  1.8928
H  0.2148  2.8580  -2.1246
H  -1.3374  -3.0584  0.6613
H  -1.5183  -3.5634  2.9231
H  2.6673  0.5223  -1.3030
H  0.3217  -3.5901  2.8364
H  1.8547  -2.3877  0.8071
H  0.2827  -1.3798  2.4396
H  -1.0016  -0.6788  1.5350
H  1.8120  1.5480  -2.4960
H  2.1759  2.3869  -1.0218

Atom charges from the Mulliken analysis, given in e for atoms 1 to 6: N 0.0390; N -0.2918; N 0.0180; N 0.2508; C -0.1880; C -0.9031